120
Properties=species:S:1:pos:R:3:mulliken_charge:R:1 method="wB97M-V/def2-TZVPD" relative_energy_kcal_mol=0.0 max_force_ha_per_bohr=0.1160 smiles="CC(=O)N(C)CCCC[SiH2]c1ccncc1.CCOC(C)=O.CCOC(C)=O.CCOC(C)=O.CCOC(C)=O.CCOC(C)=O.CCOC(C)=O" e_tot_ev=-75905.817 lumo_energy_ev=0.41
C -3.28714 -2.75610 1.44579 -0.6205
C -2.65770 -4.04717 0.69860 0.2445
O -3.46920 -5.00605 0.52031 -0.6101
N -1.25411 -4.04946 0.26239 0.7164
C -1.07816 -4.63890 -1.09450 -1.0234
C -0.33168 -4.63661 1.28154 -0.7371
C 1.15066 -4.08576 0.94966 -0.3338
C 2.01716 -3.67981 2.23046 -0.2786
C 1.35467 -2.58434 3.19436 -0.7563
Si 0.45911 -1.14502 2.31340 0.1125
C 1.26873 -0.55471 0.69148 0.6540
C 2.80975 -0.28524 0.49730 -0.1323
C 3.22553 0.23031 -0.88742 -0.7494
N 2.46389 0.51906 -2.04313 -0.4588
C 1.07463 0.25622 -1.93729 -0.6403
C 0.47866 -0.26096 -0.62249 0.0269
H -3.30393 -1.82942 0.77876 0.0487
H -4.38351 -2.97371 1.73018 0.3227
H -2.73086 -2.59480 2.43704 0.2344
H -1.87241 -5.39583 -1.40242 0.3789
H -1.16537 -3.76319 -1.84610 0.1637
H -0.06195 -5.11383 -1.28570 0.2509
H -0.64917 -4.22897 2.30732 0.3409
H -0.40049 -5.77840 1.31149 0.2843
H 1.12326 -3.27554 0.12659 0.1748
H 1.70337 -4.97535 0.45584 0.4283
H 2.20598 -4.62995 2.84656 0.3927
H 3.06195 -3.31098 1.90743 -0.2651
H 2.19907 -2.12305 3.83836 0.4070
H 0.61691 -3.03032 3.96601 0.3935
H 0.36251 -0.02811 3.25320 -0.2414
H -0.90783 -1.57843 1.98248 -0.1179
H 3.54738 -0.46901 1.35604 0.3458
H 4.35397 0.43798 -0.99167 0.5065
H 0.40348 0.47243 -2.84078 0.2902
H -0.65432 -0.44990 -0.60148 0.2236
C 1.93487 5.00131 -0.97552 -1.1363
C 1.88945 3.66599 -0.26132 0.1727
O 1.89317 3.84411 1.16427 -0.2805
C 0.78811 4.02001 1.90664 0.7684
C -0.49576 4.38970 1.21741 -0.9831
O 0.85056 3.96125 3.11551 -0.6191
H 1.04907 5.60248 -0.75931 0.2855
H 1.99943 4.85655 -2.05631 0.4209
H 2.80075 5.58160 -0.64582 0.2147
H 1.04708 3.04761 -0.58028 0.1041
H 2.79301 3.10116 -0.50144 0.1787
H -0.55082 5.47470 1.11336 0.2959
H -1.32947 4.04856 1.83442 0.3194
H -0.62018 3.91266 0.24676 0.2802
C -4.86885 4.75490 -0.27894 -1.0026
C -4.81182 3.85743 -1.49765 -0.3472
O -3.63427 3.03400 -1.47793 -0.3912
C -3.56409 1.83620 -0.87434 0.7260
C -4.63106 1.46282 0.11513 -0.5360
O -2.61246 1.11118 -1.06690 -0.5651
H -4.94086 4.17478 0.64334 0.2559
H -5.73026 5.42401 -0.33473 0.3752
H -3.95958 5.35724 -0.20558 0.2972
H -5.71474 3.25370 -1.61549 0.3686
H -4.73607 4.47600 -2.39518 0.3196
H -4.35315 1.83167 1.10412 0.2441
H -4.70489 0.37395 0.14930 0.1676
H -5.62073 1.82578 -0.15684 0.0715
C -1.26773 -5.40284 -6.36950 -1.1214
C -0.93523 -4.70663 -5.06587 -0.3443
O -0.05376 -5.50658 -4.26391 -0.3323
C 1.28798 -5.47894 -4.35446 0.7968
C 1.91977 -4.84868 -5.56413 -0.9866
O 1.96549 -6.02614 -3.51378 -0.5800
H -0.37723 -5.55062 -6.98385 0.2772
H -1.99088 -4.81895 -6.94342 0.3747
H -1.68874 -6.39270 -6.17675 0.3195
H -0.52992 -3.70348 -5.21804 0.3722
H -1.85071 -4.58325 -4.48204 0.3497
H 2.01241 -5.59565 -6.35432 0.2757
H 2.91562 -4.49614 -5.28938 0.2865
H 1.37967 -3.97834 -5.93203 0.3310
C 7.75761 -3.29473 1.38425 -1.1779
C 6.32171 -2.95228 1.04432 -0.2355
O 6.25151 -1.77388 0.22797 -0.3499
C 6.32740 -1.78025 -1.11554 0.8820
C 6.84508 -3.01049 -1.80637 -1.1460
O 6.05953 -0.78154 -1.74401 -0.5577
H 8.33601 -3.53203 0.48914 0.2997
H 7.79860 -4.15208 2.05994 0.3799
H 8.24915 -2.44487 1.86426 0.3156
H 5.79048 -3.78664 0.58023 0.3545
H 5.78152 -2.71786 1.96507 0.2699
H 7.93279 -2.95554 -1.87586 0.2897
H 6.42547 -3.04313 -2.81350 0.3126
H 6.54639 -3.93831 -1.32204 0.3791
C -9.01339 -1.04884 1.49768 -1.0015
C -8.52364 0.31005 1.95406 -0.4018
O -8.18387 1.13980 0.83246 -0.3208
C -9.05652 1.92879 0.18092 0.8664
C -10.52872 1.70763 0.38759 -1.1568
O -8.65669 2.74538 -0.61867 -0.5496
H -9.93182 -0.96856 0.91275 0.2854
H -9.20559 -1.69626 2.35617 0.3704
H -8.26894 -1.52714 0.85634 0.3040
H -9.23428 0.81122 2.61537 0.3382
H -7.60352 0.18421 2.52996 0.3250
H -10.88377 0.95458 -0.31786 0.2628
H -11.04929 2.64778 0.19618 0.3345
H -10.78556 1.41919 1.40510 0.3402
C 4.57435 4.99613 3.39888 -0.8186
C 5.41828 5.37771 2.20054 -0.4211
O 4.88988 6.54170 1.54599 -0.3451
C 5.20481 7.80490 1.88145 0.7484
C 5.86933 8.05803 3.20603 -0.9449
O 4.88249 8.72401 1.16303 -0.5841
H 4.58024 5.77931 4.16012 0.3177
H 4.94315 4.07230 3.85051 0.3507
H 3.53310 4.85050 3.10089 0.1389
H 6.47240 5.51225 2.45569 0.3569
H 5.38075 4.57080 1.46454 0.3063
H 5.10586 8.18233 3.97569 0.2469
H 6.45112 8.97861 3.13008 0.3100
H 6.57059 7.27773 3.49583 0.3254